C7H12O2S | the ωB97M-V functional and the def2-TZVPD basis

Geometry as XYZ:
```
22
Properties=species:S:1:pos:R:3
S -2.75 -0.25 -0.44
O -3.97 -0.47 -1.25
O -2.56 -1.33 0.50
C 1.91 1.26 1.39
C 0.22 -0.37 -1.14
C -0.37 0.93 2.00
C 0.20 0.89 -1.51
C 0.50 -0.66 0.35
C 0.63 0.47 1.33
C -0.07 -1.65 -1.78
H 0.66 1.62 -0.86
H -0.29 -1.51 -2.89
H 1.72 2.30 1.03
H 2.74 0.93 0.70
H -0.39 -1.26 0.62
H 1.30 -1.35 0.38
H -0.26 1.19 -2.46
H 0.88 -2.14 -1.64
H -0.88 -2.12 -1.28
H -0.24 1.82 2.46
H -1.32 0.45 2.08
H 2.34 1.22 2.42
```

Computed properties:
HOMO-LUMO gap   8.238 eV
LUMO level   -1.34 eV

From a Mulliken analysis of the wavefunction, the atomic charges in e read: 0.8207 -0.4660 -0.4176 -1.4526 0.3003 -1.2240 -0.6839 -0.7284 0.6021 -1.0504 0.1921 0.2900 0.3686 0.2890 0.4555 0.5332 0.3041 0.3501 0.3498 0.3639 0.3952 0.4084